Entry 1:
This record from OMol25 describes a cluster of 13 separate species, C20H66N12O13 in total in a non-equilibrium geometry. The level of theory is ωB97M-V with the def2-TZVPD basis set.

Element x y z (Å)
C -0.696 15.301 12.191
O -0.414 15.428 13.364
N -0.813 16.359 11.289
N -0.880 14.107 11.684
H -0.822 16.294 10.288
H -0.853 17.257 11.800
H -1.072 13.901 10.702
H -0.983 13.326 12.311
C -7.733 17.340 14.869
O -8.326 17.734 15.856
N -7.055 16.131 14.853
N -7.657 18.062 13.662
H -7.442 15.417 15.468
H -6.559 15.835 14.018
H -7.974 18.990 13.598
H -7.241 17.742 12.840
C 1.113 7.783 12.903
O 1.591 7.730 11.824
N -0.048 8.565 13.130
N 1.502 7.209 14.088
H -0.257 9.310 12.460
H -0.109 9.055 14.037
H 2.417 6.796 14.003
H 1.242 7.727 14.946
C 0.005 10.175 15.994
O 0.264 8.994 16.069
N -1.267 10.564 15.685
N 0.878 11.194 16.348
H -1.954 9.815 15.458
H -1.540 11.384 15.085
H 0.558 12.131 16.333
H 1.780 11.001 16.754
C -3.433 13.185 14.633
O -2.953 12.451 13.723
N -2.931 14.478 14.882
N -4.421 12.800 15.442
H -2.324 14.752 14.150
H -3.578 15.195 15.115
H -4.793 11.877 15.303
H -4.591 13.321 16.319
C -0.347 19.049 13.851
O -0.610 20.200 13.964
N 0.872 18.472 14.124
N -1.410 18.170 13.518
H 1.725 19.006 14.192
H 0.975 17.469 13.876
H -1.266 17.350 13.943
H -2.266 18.638 13.781
C 2.315 13.065 13.699
C 2.118 13.984 14.867
O 0.765 13.904 15.315
H 3.295 13.135 13.222
H 1.493 13.154 13.032
H 2.147 12.027 14.060
H 2.268 15.032 14.497
H 2.784 13.794 15.669
H 0.208 14.503 14.705
C -1.376 13.823 17.870
C -1.379 15.338 17.651
O -2.000 16.098 18.713
H -2.388 13.499 17.858
H -1.005 13.450 18.849
H -0.825 13.241 17.099
H -1.989 15.579 16.815
H -0.374 15.774 17.515
H -1.738 15.786 19.582
C -5.009 8.203 16.030
C -6.003 9.187 15.384
O -5.281 10.027 14.493
H -5.434 7.776 16.954
H -4.271 8.894 16.445
H -4.823 7.402 15.284
H -6.460 9.917 16.087
H -6.854 8.644 14.898
H -4.500 9.677 14.066
C -4.420 16.023 10.480
C -5.640 15.321 11.014
O -5.472 14.838 12.361
H -3.985 16.679 11.253
H -4.605 16.576 9.569
H -3.606 15.314 10.291
H -5.966 14.508 10.382
H -6.484 16.001 11.025
H -5.016 13.992 12.374
C -5.044 12.206 19.307
C -5.106 13.736 19.197
O -5.395 14.093 17.876
H -4.113 11.842 18.876
H -5.962 11.763 18.871
H -5.109 11.995 20.385
H -4.172 14.207 19.569
H -5.968 14.049 19.782
H -5.208 15.020 17.734
C -3.587 10.200 10.864
C -4.535 11.354 11.101
O -3.892 12.614 11.047
H -4.113 9.305 10.448
H -3.146 9.987 11.831
H -2.785 10.462 10.156
H -5.017 11.233 12.051
H -5.411 11.431 10.394
H -3.335 12.709 11.816
C -4.590 18.930 16.515
C -4.892 18.044 17.712
O -4.450 16.640 17.488
H -5.133 18.561 15.636
H -3.530 19.033 16.342
H -4.864 19.887 16.852
H -5.976 17.940 17.983
H -4.354 18.391 18.558
H -3.632 16.614 18.009

Properties
Kohn-Sham gap (eV): 9.6
HOMO energy (eV): -9.24
E_tot (eV): -66314.0896

=====

Entry 2:
This record from OMol25 describes a structure of composition C10H10BrEuNO2 in a non-equilibrium geometry. The level of theory is ωB97M-V with the def2-TZVPD basis set.

Element x y z (Å)
C -2.024 -0.956 -1.133
C -1.909 -1.487 0.201
C -1.764 -0.390 1.122
H -2.110 -2.486 0.562
C -1.673 0.798 0.372
C -1.775 0.470 -1.028
H -1.782 1.235 -1.815
H -2.240 -1.455 -2.091
H -1.828 -0.410 2.208
H -1.492 1.811 0.771
Eu 0.909 -0.522 -1.260
Br 0.721 -3.200 -2.038
C 2.634 0.812 -4.414
C 1.496 1.590 -4.801
C 0.503 0.707 -5.326
H 1.374 2.665 -4.661
C 1.018 -0.626 -5.249
C 2.332 -0.571 -4.683
H 2.973 -1.440 -4.564
H 3.552 1.239 -4.011
H -0.494 1.003 -5.655
H 0.507 -1.524 -5.585
O 0.952 -2.196 2.336
N 0.984 -1.357 1.440
O 2.074 -1.231 0.648

Properties
2S+1: 8
Kohn-Sham gap (spin up / spin down) (eV): 6.4 / 6.4
HOMO energy (spin up / spin down) (eV): -1.00 / -1.04
E_tot (eV): -105487.1894
Total charge: -2

=====

Entry 3:
This record from OMol25 describes a cluster of 5 separate species, C16H41NO7 in total in a non-equilibrium geometry. The level of theory is ωB97M-V with the def2-TZVPD basis set.

Element x y z (Å)
C 1.619 0.232 1.186
C 1.231 -1.164 0.464
C 2.422 -1.423 -0.589
C -0.181 -1.088 -0.268
C -1.212 -2.217 0.156
C -0.598 -3.677 0.257
C -1.983 -1.925 1.510
O -2.573 -0.598 1.579
O -3.955 -0.734 1.643
C -4.462 -0.246 0.396
N -3.533 0.332 -0.557
O -5.679 -0.311 0.146
H 2.384 0.765 0.514
H 2.030 0.079 2.227
H 0.736 0.932 1.280
H 1.262 -1.948 1.288
H 2.310 -0.750 -1.499
H 3.388 -1.088 -0.086
H 2.548 -2.512 -0.848
H -0.645 -0.094 0.045
H -0.049 -1.013 -1.392
H -2.004 -2.262 -0.665
H -0.051 -3.874 1.236
H 0.059 -3.959 -0.619
H -1.458 -4.427 0.250
H -2.849 -2.663 1.571
H -1.323 -2.054 2.429
H -3.991 0.347 -1.469
H -3.315 1.269 -0.207
C 3.519 4.834 -1.071
C 2.855 4.103 0.079
O 3.286 2.747 0.118
H 3.282 4.350 -2.022
H 3.191 5.875 -1.115
H 4.606 4.812 -0.964
H 1.770 4.107 -0.041
H 3.098 4.577 1.035
H 4.246 2.749 0.234
C -5.916 3.196 0.935
C -5.423 4.382 0.131
O -4.870 3.944 -1.107
H -5.101 2.496 1.131
H -6.334 3.523 1.890
H -6.682 2.645 0.384
H -4.643 4.917 0.676
H -6.241 5.080 -0.076
H -5.566 3.480 -1.588
C 8.891 3.499 -1.075
C 7.391 3.407 -0.880
O 7.088 2.647 0.286
H 9.326 2.501 -1.170
H 9.135 4.075 -1.971
H 9.365 3.974 -0.212
H 6.923 2.914 -1.734
H 6.949 4.404 -0.773
H 7.494 3.093 1.038
C -3.502 -8.125 -0.725
C -3.485 -7.121 0.411
O -3.207 -5.816 -0.085
H -2.541 -8.131 -1.245
H -3.708 -9.132 -0.354
H -4.264 -7.861 -1.464
H -2.710 -7.376 1.135
H -4.449 -7.103 0.930
H -3.900 -5.590 -0.717

Properties
Kohn-Sham gap (eV): 10.3
HOMO energy (eV): -9.61
E_tot (eV): -33074.6607
SMILES: CC(C)C[C@@H](C)COOC(N)=O.CCO.CCO.CCO.CCO

=====

Entry 4:
This record from OMol25 describes a structure of composition C7H10BN in a non-equilibrium geometry. The level of theory is ωB97M-V with the def2-TZVPD basis set.

Element x y z (Å)
B -1.768 -0.198 -0.507
C 2.800 0.488 1.252
C 2.586 0.159 -0.088
C 1.708 0.654 2.083
C 1.317 -0.080 -0.589
C 0.475 0.496 1.558
C 0.229 0.085 0.242
C -1.955 -0.294 -2.098
N -2.848 -0.341 0.256
H 3.756 0.538 1.694
H 3.376 -0.076 -0.720
H 1.826 0.880 3.115
H 1.291 -0.680 -1.561
H -0.305 0.668 2.261
H -2.678 0.237 -2.697
H -1.995 -1.339 -2.486
H -0.973 -0.162 -2.697
H -3.129 -0.415 1.271
H -3.714 -0.619 -0.289

Properties
2S+1: 3
Kohn-Sham gap (spin up / spin down) (eV): 4.8 / 6.8
HOMO energy (spin up / spin down) (eV): -4.34 / -8.96
E_tot (eV): -9582.1054

=====

Entry 5:
This record from OMol25 describes the molecule C5H4O2S in a non-equilibrium geometry. The level of theory is ωB97M-V with the def2-TZVPD basis set.

Element x y z (Å)
O -1.475 1.558 1.729
C -0.439 0.923 1.538
O 0.602 0.872 2.438
C -0.066 0.242 0.214
C -0.707 -0.762 -0.318
C -0.127 -1.166 -1.564
C 0.885 -0.344 -1.882
S 1.186 0.881 -0.704
H 0.321 1.463 3.204
H -1.362 -1.193 0.226
H -0.355 -2.120 -2.111
H 1.537 -0.353 -2.769

Properties
Kohn-Sham gap (eV): 10.2
HOMO energy (eV): -9.51
E_tot (eV): -20179.2971
SMILES: O=C(O)c1cccs1

=====

Entry 6:
This record from OMol25 describes a cluster of 3 separate species, C20H45F3IN3O2 in total. The level of theory is ωB97M-V with the def2-TZVPD basis set.

Element x y z (Å)
C -1.847 -3.962 -1.266
O -0.443 -3.777 -1.240
C 0.085 -2.869 -2.179
C 0.344 -1.481 -1.557
O 1.581 -1.021 -2.061
C 2.124 0.128 -1.439
I 3.701 0.747 -2.765
C 2.608 -0.131 -0.020
C 3.419 1.016 0.614
C 2.909 1.461 1.998
N 1.974 2.594 1.876
C -0.775 -0.453 -1.836
F -1.976 -1.040 -1.977
F -0.554 0.263 -2.941
F -0.902 0.421 -0.816
H -2.239 -3.929 -2.292
H -2.061 -4.949 -0.842
H -2.367 -3.205 -0.662
H 1.065 -3.242 -2.496
H -0.560 -2.794 -3.065
H 0.361 -1.614 -0.467
H 1.419 0.968 -1.460
H 1.703 -0.276 0.591
H 3.158 -1.079 -0.008
H 3.386 1.902 -0.029
H 4.471 0.719 0.691
H 2.377 0.641 2.491
H 3.775 1.725 2.622
H 2.449 3.473 2.039
H 1.224 2.528 2.550
C 5.095 6.264 -3.883
C 4.140 5.367 -3.111
N 3.782 5.906 -1.810
C 3.137 4.936 -0.943
C 1.775 4.378 -1.362
C 3.204 7.240 -1.820
C 1.946 7.470 -2.665
H 5.971 6.505 -3.279
H 5.430 5.754 -4.788
H 4.624 7.198 -4.193
H 4.628 4.405 -2.931
H 3.264 5.152 -3.743
H 3.051 5.380 0.053
H 3.832 4.094 -0.838
H 0.969 5.100 -1.234
H 1.539 3.514 -0.736
H 1.776 4.042 -2.401
H 3.975 7.938 -2.156
H 2.999 7.512 -0.781
H 2.050 7.050 -3.667
H 1.771 8.542 -2.779
H 1.055 7.039 -2.211
C -2.266 -4.288 3.405
C -3.643 -4.199 2.763
N -4.203 -5.498 2.436
C -5.351 -5.429 1.549
C -6.620 -4.739 2.062
C -4.300 -6.437 3.541
C -5.095 -6.006 4.780
H -1.593 -4.888 2.791
H -1.842 -3.288 3.506
H -2.305 -4.727 4.403
H -3.550 -3.645 1.824
H -4.300 -3.597 3.412
H -5.597 -6.449 1.243
H -5.023 -4.913 0.640
H -7.141 -5.339 2.807
H -7.311 -4.579 1.232
H -6.403 -3.763 2.499
H -3.286 -6.691 3.857
H -4.721 -7.364 3.144
H -4.822 -5.001 5.106
H -4.880 -6.685 5.608
H -6.171 -6.025 4.613

Properties
Kohn-Sham gap (eV): 8.5
HOMO energy (eV): -7.97
E_tot (eV): -46287.1686
SMILES: COC[C@@H](O[C@H](I)CCCN)C(F)(F)F.CCN(CC)CC.CCN(CC)CC

=====

Entry 7:
This record from OMol25 describes a cluster of 13 separate species, C42H94N10O16 in total in a non-equilibrium geometry. The level of theory is ωB97M-V with the def2-TZVPD basis set.

Element x y z (Å)
C -1.082 4.253 6.536
O -1.558 4.799 7.500
N -1.106 2.927 6.296
C -0.423 2.395 5.143
C -1.830 2.021 7.151
H -0.583 4.788 5.719
H -1.068 2.032 4.337
H 0.130 1.490 5.428
H 0.303 3.112 4.773
H -2.290 2.619 7.931
H -2.566 1.489 6.554
H -1.125 1.348 7.642
C -3.587 3.046 1.666
O -3.257 1.992 2.184
N -3.577 3.224 0.314
C -3.942 4.478 -0.294
C -3.044 2.189 -0.556
H -4.008 3.935 2.156
H -4.544 4.297 -1.178
H -3.038 5.026 -0.593
H -4.410 5.139 0.429
H -2.061 2.520 -0.914
H -2.989 1.249 -0.037
H -3.689 2.083 -1.432
C -1.960 -6.398 -1.391
O -2.178 -7.589 -1.243
N -2.263 -5.416 -0.513
C -1.818 -4.051 -0.722
C -2.865 -5.679 0.777
H -1.484 -5.968 -2.297
H -2.695 -3.409 -0.589
H -1.490 -3.828 -1.734
H -1.075 -3.743 0.009
H -3.245 -6.695 0.762
H -2.157 -5.502 1.588
H -3.689 -4.968 0.911
C 6.038 -0.990 -2.478
O 5.810 -0.542 -1.362
N 5.532 -0.503 -3.639
C 4.700 0.668 -3.631
C 5.908 -1.062 -4.918
H 6.643 -1.899 -2.640
H 3.735 0.395 -4.079
H 5.098 1.534 -4.167
H 4.493 0.977 -2.611
H 6.432 -2.013 -4.824
H 5.007 -1.295 -5.492
H 6.572 -0.405 -5.493
C 2.139 -2.458 2.916
O 2.432 -1.637 3.759
N 2.994 -2.994 2.027
C 2.547 -3.972 1.078
C 4.419 -2.868 2.170
H 1.128 -2.883 2.875
H 1.470 -3.942 0.915
H 2.738 -5.019 1.358
H 2.997 -3.823 0.094
H 4.877 -3.812 2.487
H 4.953 -2.485 1.293
H 4.740 -2.155 2.931
C -0.962 -1.540 -4.020
O 0.102 -1.023 -4.350
N -1.594 -2.493 -4.750
C -2.717 -3.234 -4.241
C -1.085 -2.945 -6.040
H -1.526 -1.278 -3.116
H -3.524 -3.218 -4.983
H -3.084 -2.723 -3.351
H -2.502 -4.289 -4.064
H -0.874 -4.015 -5.962
H -1.857 -2.766 -6.794
H -0.191 -2.431 -6.368
C -1.701 -3.170 2.681
O -0.836 -4.017 2.720
N -1.868 -2.227 3.616
C -3.008 -1.316 3.559
C -0.979 -2.072 4.742
H -2.462 -3.114 1.887
H -3.842 -1.675 2.963
H -2.665 -0.331 3.228
H -3.409 -1.131 4.559
H -0.502 -2.994 5.067
H -0.227 -1.329 4.462
H -1.476 -1.718 5.647
C -4.029 -1.078 -0.738
O -3.034 -1.018 -1.447
N -5.287 -1.011 -1.208
C -6.421 -1.011 -0.319
C -5.600 -0.675 -2.567
H -3.955 -1.247 0.343
H -7.215 -1.679 -0.661
H -6.814 -0.003 -0.169
H -6.204 -1.398 0.681
H -6.197 0.238 -2.607
H -4.698 -0.545 -3.156
H -6.195 -1.460 -3.040
C 0.232 4.202 -2.200
O -0.250 5.299 -2.007
N 0.065 3.489 -3.330
C 0.443 2.064 -3.331
C -0.769 3.927 -4.407
H 0.927 3.752 -1.479
H 0.847 1.777 -2.366
H 1.154 1.861 -4.139
H -0.430 1.463 -3.602
H -1.048 4.957 -4.155
H -0.280 3.932 -5.381
H -1.703 3.365 -4.509
C 2.388 -3.192 -4.825
O 3.351 -3.000 -5.548
N 2.196 -4.283 -4.065
C 1.119 -4.309 -3.089
C 3.142 -5.380 -4.038
H 1.600 -2.430 -4.761
H 0.653 -5.295 -3.150
H 0.345 -3.562 -3.266
H 1.488 -4.107 -2.080
H 3.298 -5.702 -3.008
H 2.857 -6.182 -4.717
H 4.116 -4.996 -4.350
O -0.856 5.400 3.392
C -1.016 5.636 2.230
O -1.663 6.690 1.752
C -2.264 7.534 2.730
C -3.612 6.976 3.146
C -0.528 4.713 1.137
H -2.431 8.479 2.219
H -1.658 7.725 3.611
H -4.172 7.715 3.725
H -3.491 6.057 3.715
H -4.254 6.816 2.278
H -0.188 3.793 1.582
H 0.256 5.246 0.599
H -1.350 4.534 0.451
O 7.337 2.020 3.651
C 6.655 2.783 3.028
O 5.636 2.433 2.250
C 5.415 1.047 2.030
C 4.048 0.895 1.403
C 6.802 4.277 3.109
H 5.418 0.495 2.972
H 6.210 0.601 1.436
H 3.836 1.759 0.762
H 3.278 0.889 2.170
H 4.007 0.060 0.706
H 6.633 4.740 2.137
H 7.777 4.556 3.495
H 6.062 4.709 3.786
O 0.668 -2.349 -0.731
C 1.125 -1.243 -0.870
O 0.837 -0.165 -0.159
C -0.282 -0.202 0.726
C -0.118 0.936 1.696
C 2.171 -0.971 -1.919
H -0.420 -1.179 1.198
H -1.204 -0.133 0.142
H -0.957 0.969 2.386
H -0.261 1.863 1.140
H 0.866 0.931 2.156
H 2.715 -1.895 -2.099
H 2.887 -0.211 -1.620
H 1.646 -0.663 -2.827

Properties
Kohn-Sham gap (eV): 8.8
HOMO energy (eV): -8.87
E_tot (eV): -92741.3725

=====

Entry 8:
This record from OMol25 describes a cluster of 2 separate species, C3H7N2O in total in a non-equilibrium geometry. The level of theory is ωB97M-V with the def2-TZVPD basis set.

Element x y z (Å)
C -2.330 -0.329 0.082
C -1.248 -0.485 -0.860
N -0.042 -0.308 -0.173
C -0.382 0.109 1.107
N -1.769 0.068 1.286
H -3.239 -0.836 -0.064
H -1.180 -0.488 -2.045
H 0.950 -0.589 -0.308
H 0.221 -0.004 2.007
H -2.160 0.716 1.849
H 3.251 1.279 -1.377
H 4.363 0.213 -0.900
O 3.564 0.653 -0.605

Properties
Kohn-Sham gap (eV): 10.0
HOMO energy (eV): -14.49
E_tot (eV): -8244.0397
Total charge: +1

=====

Entry 9:
This record from OMol25 describes the molecule C5H6O. The level of theory is ωB97M-V with the def2-TZVPD basis set.

Element x y z (Å)
C 2.548 -0.156 -0.637
C 1.344 0.307 -0.454
C 0.069 0.562 -0.376
C -0.773 0.007 0.737
C -2.199 -0.241 0.322
O -2.630 -0.038 -0.788
H 2.605 -0.993 -1.324
H 3.455 0.238 -0.190
H -0.417 1.165 -1.139
H -0.349 -0.928 1.130
H -0.792 0.699 1.591
H -2.861 -0.622 1.128

Properties
Kohn-Sham gap (eV): 10.5
HOMO energy (eV): -9.56
E_tot (eV): -7327.4808
SMILES: C=C=CCC=O